Entry 1:
Entry from OMol25: a structure of composition C50H37Cl2F15GeN3NaOSSe3 (ωB97M-V/def2-TZVPD).

```
114
Properties=species:S:1:pos:R:3:lowdin_charge:R:1
Na -0.17650 -0.44300 0.56335 -0.078
C -2.84390 -2.39680 3.57398 -0.393
Se -1.14122 -2.07505 2.69779 0.969
C -0.88590 -3.87165 1.96196 -0.555
C 0.59135 -4.16496 1.80314 -0.540
Se 1.50030 -2.85591 0.53853 0.963
C 2.89065 -2.42691 1.83807 -0.362
H -3.19409 -1.43608 3.94305 0.004
H -2.70952 -3.07742 4.41234 0.018
H -3.57821 -2.80147 2.87724 0.012
H -1.40818 -3.93760 1.00394 0.053
H -1.37461 -4.55258 2.66386 0.056
H 0.72024 -5.15601 1.36077 0.041
H 1.09781 -4.14042 2.76787 0.052
H 3.50589 -3.30650 2.01827 0.029
H 2.43468 -2.06802 2.75895 -0.022
H 3.50269 -1.63482 1.41510 0.011
C -1.60717 -2.26846 -3.17883 0.012
C -2.02770 -1.94716 -1.76584 -0.513
O -1.21536 -1.60417 -0.92621 -0.053
N -3.34344 -2.13744 -1.47491 0.075
C -3.89801 -1.69935 -0.20798 -0.112
C -4.49207 -0.31280 -0.30826 -0.273
C -5.77183 -0.01515 0.13578 -0.043
C -6.20723 1.30037 0.06132 -0.092
C -5.35300 2.25850 -0.45522 -0.063
C -4.09676 1.85502 -0.89674 -0.142
N -3.67956 0.59917 -0.83706 0.145
H -0.65824 -1.77468 -3.37904 0.047
H -2.35172 -1.94240 -3.90645 0.082
H -1.46846 -3.34724 -3.27496 0.091
H -3.96832 -2.27996 -2.24911 0.135
H -3.07028 -1.68117 0.50561 0.089
H -4.63670 -2.41773 0.15236 0.119
H -6.39494 -0.78831 0.56841 0.107
H -7.19356 1.57295 0.41783 0.104
H -5.63889 3.30030 -0.51683 0.101
H -3.39095 2.57314 -1.29643 0.081
Cl -1.70776 2.99447 -3.87752 0.477
C -0.19030 2.59878 -3.01746 -0.968
Cl -0.16145 0.95595 -2.42236 0.670
H -0.11264 3.27224 -2.17072 0.017
H 0.62783 2.72420 -3.71731 0.017
Se 2.11291 0.23747 4.50737 0.618
C 3.88403 -0.34714 4.25745 -0.756
C 4.42406 -1.44914 4.94016 -0.159
C 5.71908 -1.86417 4.69329 -0.209
N 6.54927 -1.29288 3.81545 0.011
C 6.03409 -0.24803 3.15584 -0.187
C 4.75844 0.25038 3.33807 -0.141
H 3.81503 -1.97901 5.66299 0.080
H 6.11521 -2.72058 5.23608 0.082
H 6.68380 0.21885 2.41980 0.086
H 4.41819 1.08768 2.74257 0.077
F -3.74403 1.17921 2.12208 0.079
C -4.12758 2.15080 2.94963 -0.226
C -3.26273 3.16584 3.32086 -0.105
C -3.75800 4.06900 4.24321 -0.227
F -2.96428 5.04343 4.72038 0.095
C -5.04753 4.02394 4.74018 -0.143
F -5.48708 4.93127 5.62288 0.105
C -5.88926 3.01026 4.32208 -0.140
F -7.14059 2.93837 4.78988 0.109
C -5.42543 2.06285 3.43162 -0.139
F -6.23354 1.06096 3.05677 0.100
Ge -1.33891 3.24524 2.74586 0.586
S -0.88333 2.24739 0.95101 0.247
C -0.88533 5.14968 2.42417 -0.140
C -1.77941 6.12926 2.04559 -0.217
F -3.10324 5.88481 2.02277 0.085
C -1.38392 7.39438 1.64596 -0.145
F -2.28782 8.32095 1.29297 0.100
C -0.03822 7.69848 1.60187 -0.140
F 0.36268 8.91340 1.21295 0.110
C 0.89365 6.73753 1.95026 -0.139
F 2.19577 7.03147 1.89478 0.116
C 0.45675 5.48504 2.34196 -0.245
F 1.39027 4.57664 2.62560 0.101
C -0.60769 2.68656 4.49432 -0.131
C -0.93074 1.40780 4.91068 -0.290
F -1.66921 0.62473 4.10178 0.029
C -0.57901 0.89193 6.14039 -0.228
F -0.93371 -0.34394 6.49734 0.106
C 0.14491 1.68602 7.00788 -0.180
F 0.51534 1.21410 8.19753 0.118
C 0.47730 2.97384 6.64053 -0.153
F 1.16345 3.74895 7.48810 0.107
C 0.08781 3.45690 5.40425 -0.217
F 0.39492 4.73894 5.14109 0.088
C 2.54087 0.47826 -6.18992 -0.130
C 3.00583 1.11880 -5.04482 -0.108
C 2.92040 0.51169 -3.80211 -0.049
C 2.36337 -0.76843 -3.65833 -0.246
C 1.91352 -1.39884 -4.82293 -0.075
C 1.99538 -0.79170 -6.06829 -0.116
C 2.16997 -1.44565 -2.35746 -0.190
C 2.58083 -1.11701 -1.12854 -0.202
C 3.41141 0.00676 -0.76663 -0.302
C 4.81535 -0.07173 -0.86262 -0.064
C 5.62675 0.97585 -0.46107 -0.125
C 5.08283 2.14226 0.06608 -0.137
C 3.70094 2.22755 0.20008 -0.102
C 2.88431 1.18477 -0.20274 -0.060
H 2.60382 0.96219 -7.15747 0.083
H 3.44060 2.11026 -5.11786 0.095
H 3.27549 1.03500 -2.92533 0.103
H 1.47832 -2.39008 -4.73558 0.099
H 1.62852 -1.31254 -6.94626 0.087
H 1.57062 -2.36243 -2.46198 0.062
H 5.25698 -0.97780 -1.26212 0.108
H 6.70364 0.87419 -0.54756 0.090
H 5.72228 2.94935 0.40312 0.085
H 3.24446 3.10379 0.64813 0.097
H 1.81380 1.30453 -0.07882 0.054
```

Summary:
Total charge: -2
Energy in eV: -392582.9167
Max |F| in eV/A: 0.57
HOMO in eV: -1.44
Energy relative to the best compared isomer or geometry (same formula, charge and spin) in kJ/mol: 54.4

Entry 2:
Entry from OMol25: the molecule C2H5NO (ωB97M-V/def2-TZVPD).

```
9
Properties=species:S:1:pos:R:3:lowdin_charge:R:1
C -1.07674 0.05880 0.27639 -0.083
N 0.12206 0.18928 -0.52447 -0.041
C 1.33582 -0.23720 -0.08757 -0.382
O 1.52821 -0.89804 0.91313 0.009
H -0.76472 -0.20395 1.28886 0.082
H -1.61353 1.01301 0.29960 0.082
H -1.74884 -0.72250 -0.09568 0.083
H 0.07919 0.67876 -1.40362 0.123
H 2.15724 0.11122 -0.74151 0.127
```

Summary:
Energy in eV: -5692.7313
SMILES: CNC=O
Max |F| in eV/A: 0.37
HOMO in eV: -9.87
Energy relative to the best compared isomer or geometry (same formula, charge and spin) in kJ/mol: 48.1

Entry 3:
Entry from OMol25: a structure of composition C42H41BrCrO2P2 (ωB97M-V/def2-TZVPD).

```
89
Properties=species:S:1:pos:R:3:mulliken_spin:R:1
Cr -0.42452 0.43355 -4.58462 3.209
C -2.00872 0.98696 -5.74441 -0.067
C -1.95263 -0.44715 -5.55324 -0.109
C -1.33233 -1.39988 -6.53400 -0.021
C 0.06774 -0.92924 -7.05416 0.080
C 0.83404 -0.11628 -6.04364 -0.111
C 0.77834 1.33522 -5.88707 0.233
C -0.06952 2.22997 -6.77255 0.005
C -1.52949 1.73677 -6.96188 0.038
C 1.41379 0.34399 0.01292 -0.002
H -2.83577 1.50850 -5.24015 0.000
H -2.74291 -0.87524 -4.90683 0.030
H -1.99660 -1.60485 -7.37891 -0.003
H -1.20014 -2.34970 -6.02225 -0.012
H 0.65860 -1.82977 -7.26487 0.001
H -0.02084 -0.41795 -8.02062 0.007
H 1.76034 -0.61442 -5.71180 0.005
H 1.68096 1.85438 -5.52829 0.014
H 0.43728 2.32633 -7.73841 0.007
H -0.08668 3.25257 -6.35526 -0.020
H -2.16550 2.62468 -7.11011 0.001
H -1.57804 1.17037 -7.90056 -0.001
H 0.63265 1.10494 -0.02077 -0.005
H 2.19724 0.63261 0.72429 0.004
H 0.95275 -0.59948 0.32245 -0.005
P -1.54256 -0.88380 -1.52814 0.106
P 2.07962 0.16049 -1.60530 0.016
C -0.30323 -1.05141 -2.90123 0.296
C 1.00324 -0.43306 -2.96167 0.058
C -2.54479 -2.40612 -1.69725 0.018
C -2.84933 -3.13238 -2.86960 -0.006
C -3.65077 -4.28397 -2.78266 0.002
C -4.15564 -4.71903 -1.55350 -0.002
C -3.85887 -4.00222 -0.38606 0.004
C -3.05606 -2.87042 -0.46717 0.013
C -2.64104 0.40318 -2.26494 0.076
C -2.04944 1.63735 -2.61466 0.033
C -2.86758 2.78166 -2.64316 0.019
C -4.24784 2.66194 -2.55452 -0.008
C -4.82836 1.38078 -2.46911 0.007
C -4.02750 0.25080 -2.33543 0.003
C 3.48420 -0.96689 -1.44620 0.016
C 3.24804 -2.25939 -0.93973 0.011
C 4.31331 -3.13946 -0.73745 -0.005
C 5.61878 -2.72491 -1.04894 0.004
C 5.85906 -1.43786 -1.54684 -0.001
C 4.79253 -0.55550 -1.73562 0.004
C 2.63626 1.76858 -2.17120 0.012
C 2.30914 2.92569 -1.44264 0.031
C 2.57037 4.18448 -1.99390 -0.003
C 3.14615 4.29549 -3.25368 0.002
C 3.49445 3.14678 -3.97969 -0.005
C 3.23787 1.87586 -3.43414 0.015
H -0.40026 -1.99458 -3.42007 0.067
H 1.68925 -0.95194 -3.64692 -0.021
H -2.47685 -2.81786 -3.84461 0.008
H -3.88430 -4.84915 -3.69146 0.000
H -4.77679 -5.61317 -1.48997 0.000
H -4.23866 -4.31718 0.58428 0.000
H -2.79595 -2.33213 0.43891 -0.003
H -0.97563 1.75730 -2.79601 -0.051
H -2.41024 3.75495 -2.74996 -0.001
H -4.86581 3.54484 -2.56562 0.000
H -5.91099 1.27784 -2.47990 0.001
H -4.47569 -0.72289 -2.29047 -0.001
H 2.22696 -2.56562 -0.69826 0.002
H 4.13054 -4.13388 -0.32531 0.000
H 6.45150 -3.40410 -0.87952 0.000
H 6.87775 -1.11207 -1.77184 0.000
H 4.97042 0.45550 -2.10000 0.001
H 1.84852 2.85036 -0.45725 0.000
H 2.30680 5.08128 -1.41800 0.000
H 3.33145 5.28496 -3.69385 0.000
H 3.95454 3.22898 -4.95960 0.001
H 3.48486 0.98590 -4.00915 -0.001
Br -1.74675 2.77836 2.62652 0.000
C -1.98382 1.16308 3.55719 -0.001
C -2.33017 1.19923 4.92251 0.001
C -2.37339 0.01383 5.66961 -0.001
C -2.06118 -1.20649 5.06455 0.000
C -1.76505 -1.24916 3.70658 0.000
C -1.76383 -0.08434 2.92698 0.006
C -1.52799 -0.22047 1.43710 -0.018
O -0.88308 -1.26795 1.07424 0.009
O -2.01065 0.67658 0.69834 0.006
H -2.56026 2.15332 5.38727 0.000
H -2.63618 0.05587 6.73041 0.000
H -2.06251 -2.13343 5.63915 0.000
H -1.51607 -2.18963 3.21026 0.001
```

Summary:
<S²>: 6.103
Energy in eV: -165349.5729
Multiplicity: 5
Max |F| in eV/A: 6.43
HOMO (alpha / beta) in eV: -6.56 / -6.63
Energy relative to the best compared isomer or geometry (same formula, charge and spin) in kJ/mol: 0.0

Entry 4:
Entry from OMol25: a cluster of 2 separate species, C3H3ClN2 in total (ωB97M-V/def2-TZVPD).

```
9
Properties=species:S:1:pos:R:3:lowdin_charge:R:1
N 0.64572 1.62102 0.94800 0.153
C 1.11746 0.50204 0.71130 -0.262
C 1.59237 -0.67404 0.38871 -0.552
Cl 1.39743 -2.01461 1.50767 0.551
H -0.37879 1.62833 0.86414 0.077
H 2.23004 -0.95308 -0.36636 0.023
C -2.23478 -1.20772 0.51822 -0.108
N -2.69452 -0.57894 1.33773 0.055
H -1.56828 -1.66221 -0.21538 0.062
```

Summary:
Energy in eV: -18659.5239
SMILES: N=C=CCl.C#N
Max |F| in eV/A: 2.92
HOMO in eV: -9.31
Energy relative to the best compared isomer or geometry (same formula, charge and spin) in kJ/mol: 237.8